Density functional theory data (the ωB97M-V functional and the def2-TZVPD basis) for an isolated ion of composition C7H15BrF2NO and charge +1.

Geometry as XYZ:
```
27
Properties=species:S:1:pos:R:3:forces:R:3
C -1.408 -0.868 -1.279 1.71 -2.61 -1.28
C -0.805 0.342 -0.623 -1.15 1.39 1.20
C -2.042 1.028 0.088 -0.50 -0.20 0.25
C -0.211 1.288 -1.648 -1.73 -3.52 -4.52
C 0.289 0.136 0.414 1.11 -1.84 0.11
O 0.820 1.330 0.917 -0.38 0.27 0.73
C 1.582 -0.488 -0.228 -3.42 -0.51 -1.80
N 2.558 -0.708 0.797 2.86 -1.21 1.88
C -0.121 -0.813 1.659 -0.73 -1.06 -0.89
F -1.353 -0.619 2.132 0.38 -0.44 -0.03
F 0.702 -0.512 2.634 1.08 0.41 1.55
Br 0.072 -2.882 1.528 -0.11 1.55 -0.45
H -0.581 -1.733 -1.542 -2.22 1.89 0.73
H -2.265 -1.265 -0.691 0.84 -0.12 -0.52
H -1.757 -0.524 -2.274 -0.12 -0.43 0.62
H -2.127 0.789 1.157 -0.26 -0.29 -0.83
H -1.930 2.082 0.167 0.08 1.19 -0.64
H -3.036 0.789 -0.403 1.37 0.34 0.43
H 0.221 2.136 -1.309 1.12 2.70 1.25
H -1.082 1.509 -2.381 1.57 0.06 1.13
H 0.575 0.730 -2.325 -1.48 1.00 1.13
H 0.237 1.705 1.587 -0.06 0.31 0.01
H 1.169 -1.436 -0.638 1.16 0.47 -0.09
H 1.952 0.232 -1.033 -0.19 -1.24 1.40
H 2.488 -1.440 1.578 -1.08 0.66 -1.60
H 2.572 0.168 1.328 0.68 0.36 -0.03
H 3.480 -0.974 0.388 -0.52 0.86 0.25
```
Forces are in eV/Å.

Output
* energy above the lowest of the compared OMol25 structures with the same formula, charge and spin: 0.0 kcal/mol
* 2S+1: 1
* charge: +1
* lowest unoccupied orbital energy: -3.435 eV
* largest force on an atom: 6.0 eV/A
* SMILES: CC(C)(C)[C@](O)(C[NH3+])C(F)(F)Br
* highest occupied orbital energy: -14.5 eV
* frontier orbital gap: 0.40570 Eh
* E: -3179.15667 a.u.

Here are the Mulliken charges for atoms 1 to 4, given in e: -1.383 1.797 -1.761 -1.864

---

Density functional theory data (the ωB97M-V functional and the def2-TZVPD basis) for a 4-piece molecular cluster, C4H4Cl12 overall.

Geometry as XYZ:
```
20
Properties=species:S:1:pos:R:3:forces:R:3
Cl 8.285 -1.334 0.833 0.33 -0.32 -0.05
C 6.665 -1.361 0.210 -1.43 -0.12 0.70
Cl 6.017 -3.034 -0.137 0.68 1.08 -0.01
Cl 6.437 -0.213 -1.084 0.14 -0.12 -0.78
H 5.999 -0.949 0.969 0.28 -0.52 0.15
Cl 0.587 1.280 4.109 -0.31 -0.02 -0.73
C 0.228 1.100 2.358 -1.29 0.80 0.47
Cl 1.658 0.933 1.449 1.00 -0.12 -0.59
Cl -0.744 2.539 1.724 0.58 -1.01 0.61
H -0.388 0.213 2.208 0.01 0.32 0.20
Cl -0.001 -3.438 -0.403 -0.73 -0.14 -0.76
C -1.493 -3.343 -1.406 0.37 0.55 -0.43
Cl -1.118 -3.043 -3.182 -0.19 0.01 1.47
Cl -2.544 -2.066 -0.696 0.41 -0.70 -0.64
H -2.014 -4.300 -1.424 0.15 0.30 0.38
Cl -6.562 2.059 -0.911 0.12 -0.06 0.47
C -5.478 3.466 -0.963 0.30 -1.02 -0.61
Cl -6.368 4.773 -1.666 -0.08 0.81 0.09
Cl -4.096 3.035 -2.012 0.04 0.18 0.26
H -5.071 3.683 0.024 -0.36 0.08 -0.20
```
Forces are in eV/Å.

Output
* energy above the lowest of the compared OMol25 structures with the same formula, charge and spin: 17.5 kcal/mol
* 2S+1: 1
* charge: 0
* lowest unoccupied orbital energy: 0.222 eV
* largest force on an atom: 1.6 eV/A
* SMILES: ClC(Cl)Cl.ClC(Cl)Cl.ClC(Cl)Cl.ClC(Cl)Cl
* highest occupied orbital energy: -11.0 eV
* frontier orbital gap: 0.41425 Eh
* E: -5677.07330 a.u.

Here are the Mulliken charges for atoms 1 to 4, given in e: -0.105 0.109 -0.132 -0.115

---

Density functional theory data (the ωB97M-V functional and the def2-TZVPD basis) for C12H19F9Ni2O10 as an isolated structure.

Geometry as XYZ:
```
52
Properties=species:S:1:pos:R:3:forces:R:3
Ni 3.006 -2.010 -0.237 0.56 1.54 0.76
Ni 3.761 0.517 -0.158 -0.49 0.15 0.72
O 3.727 1.976 1.076 0.55 -0.37 -0.62
H 2.916 2.164 1.536 -0.32 -0.03 0.20
O 1.885 -0.436 0.105 0.57 -0.28 -1.17
H 1.388 0.237 0.538 -0.38 0.12 0.75
O 4.315 -1.173 0.966 -0.92 -0.29 -0.48
H 4.985 -1.671 1.418 0.53 0.00 0.07
O 3.830 -0.850 -1.651 -0.72 -1.06 1.00
H 4.129 -1.114 -2.509 0.32 0.04 -0.42
C -1.959 -0.037 -1.067 0.41 0.32 -0.45
C -3.161 0.272 -0.203 1.02 0.02 0.73
O -4.345 0.147 -0.978 -0.02 -0.25 -0.81
C -5.467 0.555 -0.424 0.20 -0.35 0.07
O -5.580 1.023 0.661 -0.14 0.49 0.68
C -6.690 0.279 -1.307 0.19 0.27 -0.76
F -7.680 -0.120 -0.532 -0.40 -0.27 0.05
F -7.080 1.391 -1.955 0.11 -0.01 0.22
F -6.435 -0.644 -2.242 -0.17 -0.09 0.23
H -2.020 -0.948 -1.662 -0.46 0.07 -0.05
H -1.022 -0.160 -0.519 -0.22 0.15 0.44
H -1.795 0.825 -1.719 0.01 -0.25 -0.30
H -3.073 1.295 0.171 -0.19 -0.04 0.03
H -3.205 -0.378 0.675 -0.28 -0.07 -0.11
C -0.741 3.551 -0.696 0.07 0.34 -0.84
C 0.566 2.772 -0.818 -0.54 0.37 0.13
O 0.866 2.630 -2.226 -0.76 -0.20 -0.47
C 1.991 2.032 -2.519 -0.01 0.11 0.23
O 2.830 1.742 -1.724 0.62 -0.19 -0.10
C 2.194 1.839 -4.038 0.29 1.09 0.38
F 2.599 0.628 -4.346 0.01 -0.62 -0.03
F 1.101 2.141 -4.719 -0.38 -0.17 -0.31
F 3.155 2.706 -4.405 0.08 -0.02 -0.11
H -1.482 3.033 -0.093 0.15 0.14 0.34
H -1.197 3.648 -1.685 0.07 -0.13 -0.02
H -0.575 4.576 -0.372 -0.10 -0.10 0.34
H 0.390 1.783 -0.399 0.56 -0.10 -0.08
H 1.420 3.278 -0.374 -0.03 -0.24 0.32
C -0.260 -0.899 2.551 -1.47 -0.24 0.80
C 1.003 -1.366 3.210 0.82 1.16 -0.52
O 1.105 -2.788 3.336 -0.52 -0.89 0.06
C 1.605 -3.545 2.400 0.60 1.07 0.71
O 2.172 -3.189 1.402 0.00 -0.18 -0.99
C 1.500 -5.026 2.759 -0.54 -0.39 0.01
F 1.045 -5.238 3.977 -0.36 0.11 0.51
F 0.638 -5.572 1.889 0.02 -0.20 -0.17
F 2.663 -5.643 2.673 0.56 -0.04 -0.45
H -1.131 -1.251 3.124 0.17 -0.10 0.00
H -0.460 -1.208 1.530 0.58 0.08 -0.21
H -0.326 0.185 2.672 0.24 0.03 -0.37
H 1.029 -0.997 4.233 0.04 -0.15 0.03
H 1.869 -0.961 2.675 0.07 -0.34 0.03
```
Forces are in eV/Å.

Output
* energy above the lowest of the compared OMol25 structures with the same formula, charge and spin: 6.6 kcal/mol
* 2S+1: 5
* charge: 0
* lowest unoccupied orbital energy (spin up / spin down): -0.318 / -0.635 eV
* largest force on an atom: 1.8 eV/A
* highest occupied orbital energy (spin up / spin down): -8.5 / -8.4 eV
* frontier orbital gap (spin up / spin down): 0.30132 / 0.28352 Eh
* E: -5136.47168 a.u.

Here are the Mulliken charges for atoms 1 to 4, given in e: 0.622 0.838 -0.744 0.178

---

Density functional theory data (the ωB97M-V functional and the def2-TZVPD basis) for C25H29BaBrN2O5 as an isolated structure.

Geometry as XYZ:
```
63
Properties=species:S:1:pos:R:3:forces:R:3
C 1.339 -1.282 3.911 0.59 0.43 -0.56
C -0.007 -0.918 3.035 0.89 0.41 0.24
O -1.209 -1.689 3.413 1.36 -0.70 -1.44
C -1.230 -3.017 2.766 0.56 -0.22 -0.59
C -1.676 -2.970 1.167 -0.27 -0.66 0.30
C -0.638 -3.989 0.366 -1.33 0.12 0.66
C -0.960 -4.127 -1.243 1.30 -0.12 -0.08
C 0.073 -3.175 -2.152 -0.76 0.58 0.48
C -0.194 -1.629 -1.654 -2.61 -0.04 2.01
C -1.636 -0.946 -2.030 -1.13 -3.68 3.68
C -2.101 0.597 -1.580 -2.96 -0.95 2.47
N -3.463 1.033 -2.044 4.57 4.41 4.26
C -3.698 2.417 -1.508 0.63 -0.71 0.23
C -5.163 3.117 -1.910 -0.13 -2.38 0.00
O -5.046 3.624 -3.285 -1.11 -5.54 1.91
O -4.844 4.911 -3.272 2.76 5.01 1.26
C -2.701 3.314 -0.586 2.07 -2.45 -0.24
C -3.132 4.826 -0.033 1.19 -0.49 0.31
C -3.556 4.705 1.567 4.35 -1.29 5.17
O -2.687 4.456 2.563 -6.06 1.72 -7.49
Br -5.524 4.977 1.985 2.25 -0.32 -0.67
N -1.337 2.823 -0.191 -4.22 -2.64 -3.36
C -1.028 1.443 -0.697 -1.59 0.83 1.98
C 0.445 0.786 -0.336 -0.22 -3.07 0.44
C 0.881 -0.725 -0.802 -2.26 1.35 1.76
C 2.347 -1.439 -0.481 -0.16 -0.11 -0.31
O 3.049 -0.859 0.675 1.01 0.42 -2.98
C 4.315 -0.207 0.288 3.46 2.63 -1.10
C 4.477 1.390 0.643 2.89 -2.46 -2.18
C 5.869 2.130 0.172 -0.56 -3.87 -0.76
C 7.061 1.307 -0.626 -2.75 -2.08 0.80
C 6.922 -0.300 -0.957 -4.07 2.03 2.26
C 5.536 -1.043 -0.490 -0.37 3.20 0.77
H 1.132 -1.352 5.065 0.26 0.02 -2.44
H 1.913 -2.245 3.500 -1.48 1.98 1.07
H 2.099 -0.383 3.737 -1.60 -1.87 0.40
H 0.240 -1.078 1.902 -0.47 0.18 1.88
H -0.208 0.246 3.172 0.01 -2.62 -0.12
H -1.963 -3.731 3.335 1.42 1.67 -0.90
H -0.143 -3.495 2.803 -2.19 0.96 0.08
H -2.801 -3.358 1.089 2.51 0.74 0.01
H -1.682 -1.885 0.724 0.26 -1.95 0.99
H 0.444 -3.620 0.617 -1.88 -0.78 -0.76
H -0.780 -5.051 0.890 0.44 2.29 -1.31
H -0.702 -5.238 -1.544 -0.88 2.32 0.32
H -2.038 -3.789 -1.546 1.96 -1.00 0.82
H -0.201 -3.241 -3.307 0.59 0.11 2.44
H 1.183 -3.510 -1.986 -2.17 0.91 -0.35
H -2.405 -1.609 -2.650 1.61 1.58 1.58
H -5.925 2.200 -1.955 1.67 2.09 0.11
H -5.529 3.899 -1.119 0.84 -1.37 -1.70
H -3.927 5.010 -2.841 -1.52 0.34 -1.26
H -3.954 5.343 -0.686 1.47 -1.25 1.47
H -2.155 5.506 -0.044 -2.05 -1.63 0.05
H 1.255 1.400 0.283 -2.11 -1.37 -1.33
H 2.956 -1.360 -1.502 -0.99 -0.05 2.23
H 2.173 -2.581 -0.260 0.08 2.34 -0.40
H 3.610 1.965 1.222 2.22 -1.37 -1.34
H 5.983 3.267 0.426 -0.10 -2.52 -0.62
H 8.062 1.831 -1.007 -2.59 -1.08 1.12
H 7.722 -0.954 -1.516 -1.69 1.68 1.30
H 5.285 -2.192 -0.691 0.93 2.77 0.45
Ba -0.125 0.465 -2.782 8.10 7.51 -13.04
```
Forces are in eV/Å.

Output
* 2S+1: 1
* charge: +2
* lowest unoccupied orbital energy: -9.415 eV
* largest force on an atom: 17.1 eV/A
* highest occupied orbital energy: -13.1 eV
* frontier orbital gap: 0.13455 Eh
* E: -4053.52218 a.u.

Here are the Mulliken charges for atoms 1 to 4, given in e: -0.894 0.255 -0.412 -0.584

---

> Among the records above, which one has the highest 2S+1?

C12H19F9Ni2O10

---

> Among the records above, which one has the highest charge?

C25H29BaBrN2O5

---

> Look up the largest force on an atom of the first one.

6.0 eV/A